Entry 1:
The following is a DFT calculation (ωB97M-V with the def2-TZVPD basis set) of 2 unconnected molecules or ions with the total composition C2HFIN3 in a non-equilibrium geometry.

Cartesian coordinates (Å):
1 C 1.59827 -1.33290 1.43965
2 C -1.50728 0.58856 -0.09144
3 N 1.84699 -0.24372 1.59969
4 N -0.70842 0.81306 -0.92091
5 N -0.33598 0.64519 -2.07932
6 F 1.12544 -2.44489 1.03541
7 I -2.64752 1.54821 1.36405
8 H 0.62850 0.42649 -2.34713

Computed properties:
- LUMO energy (alpha / beta) (eV) = -0.579 / -0.579
- E_tot (Eh) = -638.44888
- energy relative to the best compared isomer or geometry (same formula, charge and spin) (eV) = 0.6595
- orbital gap (alpha / beta) (eV) = 8.00 / 8.00

Entry 2:
The following is a DFT calculation (ωB97M-V with the def2-TZVPD basis set) of 2 unconnected molecules or ions with the total composition C2HFN2O in a non-equilibrium geometry.

Cartesian coordinates (Å):
1 C -1.83242 -0.70672 0.27916
2 C -1.09276 0.27993 -0.51210
3 N -2.39266 -1.63731 0.68136
4 N -0.99930 1.63598 -0.35355
5 O -1.32469 2.06797 0.77103
6 F -0.96142 -0.09422 -1.83988
7 H 0.39026 -0.22151 0.09961

Computed properties:
- LUMO energy (alpha / beta) (eV) = -2.522 / -2.521
- E_tot (Eh) = -361.21555
- energy relative to the best compared isomer or geometry (same formula, charge and spin) (eV) = 4.8043
- orbital gap (alpha / beta) (eV) = 8.43 / 8.42

Entry 3:
The following is a DFT calculation (ωB97M-V with the def2-TZVPD basis set) of a molecular structure, C2HFOPt in a non-equilibrium geometry.

Cartesian coordinates (Å):
1 H 0.34341 -1.52004 0.21652
2 O 1.54522 0.16474 -0.04660
3 C 0.33355 -0.44435 -0.03820
4 C -0.76422 0.34789 -0.04597
5 F -2.00881 -0.24370 0.11538
6 Pt 0.55085 1.69545 -0.20113

Computed properties:
- LUMO energy (alpha / beta) (eV) = -0.695 / -1.510
- E_tot (Eh) = -370.98886
- 2S+1 = 3
- energy relative to the best compared isomer or geometry (same formula, charge and spin) (eV) = 0.0000
- orbital gap (alpha / beta) (eV) = 7.34 / 8.16

Q: Which formula does entry 1 have?
A: C2HFIN3